(1)
10
Properties=species:S:1:pos:R:3 method="wB97M-V/def2-TZVPD" multiplicity=1 homo_energy_ha=-0.118 total_charge=-1
C 0.195 -1.067 0.226
C 0.330 0.217 -0.056
C 1.569 -0.122 0.617
C -1.719 0.434 -0.748
N -0.620 1.061 -0.417
O -0.438 2.298 -0.465
H 1.732 0.134 1.617
H 2.465 -0.256 0.103
H -1.725 -0.564 -0.908
H -2.492 0.970 -1.239

=====

(2)
109
Properties=species:S:1:pos:R:3 method="wB97M-V/def2-TZVPD" multiplicity=1 homo_energy_ha=-0.383 total_charge=+1
C 2.014 -3.220 5.021
C 2.393 -2.753 3.954
C 3.034 -2.521 2.601
N 4.351 -2.525 2.503
C 4.831 -2.289 1.125
Cl 5.539 -0.684 0.683
C 3.553 -2.748 0.289
F 3.548 -4.174 0.450
N 3.563 -2.329 -1.135
C 3.975 -3.299 -1.829
S 4.308 -4.674 -2.590
C 2.346 -2.204 1.164
C 0.953 -2.958 1.166
C 0.567 -3.679 -0.194
O -0.616 -3.138 -0.831
C -0.646 -3.789 -2.136
C -1.958 -3.484 -2.968
O -1.954 -2.228 -3.690
C -2.258 -1.195 -2.763
C -1.206 -0.294 -2.210
C -1.596 0.755 -1.196
C -3.031 0.918 -0.718
C -3.340 2.023 0.396
C -2.519 3.337 -0.088
C -2.635 1.524 1.724
C -4.861 2.446 0.501
C -5.446 2.738 1.944
C -4.684 3.875 2.773
C -5.726 1.403 2.819
C -6.929 3.344 1.686
C -4.038 -0.005 -1.307
C -3.680 -1.066 -2.330
O 2.384 -0.781 1.177
C 1.587 -0.198 0.112
C 2.398 1.100 -0.375
O 3.051 1.750 0.749
C 2.901 3.180 0.675
C 1.445 3.553 1.225
H 1.849 -3.419 6.118
H 5.003 -2.677 3.289
H 5.635 -3.012 0.779
H 0.821 -3.706 2.001
H 0.153 -2.160 1.343
H 0.330 -4.770 0.062
H 1.382 -3.701 -0.975
H -0.663 -4.911 -1.918
H 0.237 -3.486 -2.786
H -2.031 -4.295 -3.768
H -2.854 -3.629 -2.297
H -0.137 -0.450 -2.552
H -0.760 1.386 -0.786
H -1.454 3.245 0.267
H -2.961 4.295 0.305
H -2.620 3.377 -1.218
H -2.420 2.369 2.460
H -3.174 0.683 2.263
H -1.605 1.096 1.468
H -5.589 1.724 0.000
H -4.977 3.415 -0.094
H -5.470 4.576 3.215
H -4.149 3.433 3.673
H -4.016 4.534 2.144
H -5.026 1.441 3.715
H -6.808 1.283 3.097
H -5.381 0.495 2.217
H -7.570 3.202 2.619
H -6.907 4.444 1.439
H -7.436 2.710 0.887
H -5.114 0.020 -0.995
H -4.511 -1.727 -2.724
H 0.641 0.208 0.606
H 1.346 -0.896 -0.738
H 1.717 1.810 -0.930
H 3.247 0.723 -1.033
H 3.039 3.555 -0.389
H 3.630 3.737 1.350
H 1.279 3.030 2.223
H 1.260 4.663 1.289
H 0.685 3.124 0.503
C 9.949 1.817 6.569
C 9.646 0.354 6.317
O 8.242 0.149 6.096
C 7.797 0.468 4.877
O 8.460 0.894 3.965
O 6.469 0.254 4.848
C 5.849 0.641 3.622
H 9.328 2.204 7.380
H 11.000 1.954 6.831
H 9.733 2.422 5.686
H 9.912 -0.230 7.200
H 10.230 -0.041 5.482
H 6.346 0.185 2.765
H 5.848 1.729 3.533
H 4.814 0.295 3.645
C -2.524 0.006 -6.301
C -2.812 -1.463 -6.535
O -4.219 -1.689 -6.709
C -4.709 -1.383 -7.918
O -4.080 -0.951 -8.851
O -6.030 -1.616 -7.902
C -6.698 -1.246 -9.108
H -3.125 0.388 -5.472
H -1.467 0.160 -6.073
H -2.777 0.604 -7.180
H -2.509 -2.037 -5.658
H -2.250 -1.854 -7.388
H -6.224 -1.699 -9.980
H -6.717 -0.158 -9.204
H -7.723 -1.607 -9.045

=====

(3)
10
Properties=species:S:1:pos:R:3 method="wB97M-V/def2-TZVPD" multiplicity=1 smiles=Nn1[nH]n1N homo_energy_ha=-0.345
N -0.777 -0.473 -0.412
N -0.199 0.329 0.668
N 0.464 0.269 -0.623
N 0.526 -0.498 1.573
N 0.171 1.363 -1.384
H -0.557 -1.517 -0.232
H 0.037 -0.402 2.507
H 1.414 0.067 1.674
H -0.695 1.785 -1.085
H -0.007 1.019 -2.343

=====

(4)
15
Properties=species:S:1:pos:R:3 method="wB97M-V/def2-TZVPD" multiplicity=1 homo_energy_ha=-0.313
C 1.486 -0.151 0.089
C -0.396 0.647 1.211
C -1.486 -1.451 0.289
H 0.910 2.066 -1.013
H 1.926 1.933 -2.348
H 1.689 -1.105 0.552
H -0.928 1.394 1.782
H -2.024 -0.306 1.989
H -2.339 -2.118 0.914
H -0.333 -1.143 -1.515
N 1.274 1.394 -1.644
N 1.915 0.142 -1.171
N 0.647 0.840 0.609
N -1.298 -0.403 1.203
N -1.042 -1.741 -0.947

=====

(5)
12
Properties=species:S:1:pos:R:3 method="wB97M-V/def2-TZVPD" multiplicity=1 smiles="C=CN=C.O" homo_energy_ha=-0.323
C -0.082 1.193 -0.276
C 0.432 1.384 -1.500
C -1.725 -0.489 -0.198
N -0.483 -0.072 0.207
H -0.200 2.035 0.366
H 0.182 0.864 -2.429
H 1.372 1.860 -1.772
H -1.861 -1.530 -0.603
H -2.630 0.130 -0.051
H 2.361 -1.621 1.828
H 0.934 -1.648 2.067
O 1.700 -2.107 2.362

=====

(6)
16
Properties=species:S:1:pos:R:3 method="wB97M-V/def2-TZVPD" multiplicity=1 homo_energy_ha=-0.300
C 1.991 -0.163 -0.129
C 0.651 -0.519 0.509
C -0.643 0.028 -0.130
C -1.881 -0.532 0.543
C -0.650 1.381 -0.541
O 0.045 1.544 -1.608
H 2.145 0.919 -0.194
H 2.810 -0.584 0.465
H 2.070 -0.568 -1.145
H 0.548 -1.612 0.521
H 0.667 -0.216 1.568
H -0.036 0.300 -1.509
H -1.829 -0.454 1.639
H -2.797 -0.033 0.208
H -1.988 -1.597 0.303
H -1.192 2.243 -0.135

=====

(7)
101
Properties=species:S:1:pos:R:3 method="wB97M-V/def2-TZVPD" multiplicity=1 homo_energy_ha=-0.429 total_charge=+1
C -4.371 -1.321 -0.128
C -4.093 0.160 -0.704
C -2.526 0.488 -0.485
O -1.930 0.952 -1.729
O -0.625 0.565 -1.793
C 0.114 1.425 -2.683
O 0.125 2.654 -2.489
C 0.897 0.668 -3.862
C 2.416 0.325 -3.661
C 3.229 -0.418 -4.765
C 4.792 -0.758 -4.528
C 5.593 -1.069 -5.894
N 2.522 -0.796 -5.961
C 1.119 -0.546 -6.230
C 0.431 -1.038 -7.601
C 1.378 -0.771 -8.896
C -0.170 -2.528 -7.528
C 0.812 -3.632 -6.874
C 0.019 -4.564 -5.784
C 0.236 0.226 -5.197
H -4.239 -1.264 1.017
H -3.723 -2.126 -0.618
H -5.476 -1.576 -0.350
H -4.355 0.203 -1.831
H -4.721 0.932 -0.134
H -2.389 1.294 0.335
H -2.014 -0.476 -0.130
H 2.935 0.608 -2.690
H 4.819 -1.698 -3.857
H 5.253 0.123 -3.938
H 5.045 -0.765 -6.848
H 5.884 -2.177 -6.010
H 6.553 -0.425 -5.853
H 3.031 -1.316 -6.705
H -0.476 -0.332 -7.749
H 2.477 -1.024 -8.719
H 1.289 0.315 -9.272
H 0.985 -1.444 -9.745
H -1.114 -2.473 -6.863
H -0.405 -2.863 -8.604
H 1.726 -3.208 -6.337
H 1.191 -4.307 -7.734
H -0.164 -5.587 -6.272
H -0.965 -4.087 -5.433
H 0.652 -4.707 -4.829
H -0.865 0.480 -5.367
C -4.501 -3.503 -4.894
Cl -6.241 -3.152 -4.931
Cl -3.888 -3.639 -6.558
Cl -3.648 -2.187 -4.055
Cl -4.222 -5.032 -4.035
C 6.983 0.345 -1.145
Cl 7.977 -0.114 -2.545
Cl 7.025 -0.957 0.063
Cl 7.620 1.840 -0.430
Cl 5.303 0.609 -1.673
C -3.175 -2.674 3.850
Cl -2.098 -1.578 2.956
Cl -2.613 -2.814 5.529
Cl -4.830 -2.025 3.831
Cl -3.160 -4.277 3.084
C 9.445 2.813 3.455
Cl 10.793 2.294 4.488
Cl 8.139 3.467 4.468
Cl 10.008 4.069 2.331
Cl 8.838 1.422 2.531
C -8.505 -1.613 6.361
Cl -10.097 -2.383 6.191
Cl -8.638 -0.208 7.439
Cl -7.353 -2.779 7.045
Cl -7.931 -1.082 4.764
C 10.908 -2.824 0.952
Cl 10.924 -4.276 1.979
Cl 10.357 -3.260 -0.681
Cl 9.803 -1.616 1.646
Cl 12.548 -2.145 0.862
C 11.139 -1.832 5.742
Cl 9.399 -1.470 5.716
Cl 11.740 -1.965 4.076
Cl 12.003 -0.527 6.583
Cl 11.412 -3.367 6.594
C -10.045 3.426 6.342
Cl -9.022 3.492 7.797
Cl -9.931 4.965 5.459
Cl -9.495 2.101 5.295
Cl -11.732 3.145 6.819
C -15.601 2.844 7.192
Cl -17.378 2.829 7.219
Cl -14.981 2.575 8.835
Cl -15.014 1.555 6.119
Cl -15.031 4.418 6.595
C 5.340 6.349 6.298
Cl 5.149 4.639 6.746
Cl 6.364 7.164 7.500
Cl 6.104 6.458 4.698
Cl 3.746 7.131 6.250
C -6.168 6.246 8.114
Cl -6.679 5.858 9.772
Cl -4.689 5.341 7.724
Cl -7.457 5.794 6.978
Cl -5.847 7.989 7.986

=====

(8)
64
Properties=species:S:1:pos:R:3 method="wB97M-V/def2-TZVPD" multiplicity=5 homo_energy_ha="-0.388 / -0.389" total_charge=+1
Pm 0.181 0.593 -0.127
N 0.158 -1.662 -1.683
C -1.161 -2.178 -1.583
C -1.456 -3.516 -1.452
C -2.787 -3.940 -1.328
C -3.824 -3.039 -1.365
C -3.554 -1.656 -1.497
C -4.555 -0.664 -1.559
C -4.200 0.657 -1.671
C -2.840 0.990 -1.670
N -1.873 0.092 -1.601
C -2.212 -1.227 -1.564
H 0.856 -2.389 -1.601
H 0.305 -1.165 -2.558
H -0.655 -4.244 -1.452
H -2.991 -4.997 -1.229
H -4.851 -3.373 -1.303
H -5.596 -0.960 -1.524
H -4.941 1.441 -1.734
H -2.533 2.029 -1.702
C 1.629 -1.931 7.725
C 1.230 -1.962 6.284
C 1.828 -1.118 5.343
C 1.449 -1.136 4.016
C 0.447 -2.020 3.618
C -0.162 -2.892 4.536
C 0.230 -2.851 5.853
S -0.102 -2.099 1.974
O 0.758 -1.199 1.190
O -0.218 -3.442 1.502
N -1.608 -1.431 1.905
C -2.223 -0.549 2.934
C -1.437 0.715 3.295
C -0.834 1.343 2.065
O 0.413 1.505 1.985
O -1.550 1.490 1.028
H 2.467 -1.258 7.897
H 1.911 -2.927 8.069
H 0.793 -1.600 8.345
H 2.604 -0.435 5.664
H 1.903 -0.464 3.301
H -0.915 -3.597 4.207
H -0.230 -3.519 6.570
H -2.246 -2.153 1.582
H -2.425 -1.116 3.845
H -3.171 -0.264 2.483
H -0.642 0.516 4.009
H -2.135 1.413 3.761
F 5.247 5.862 -6.876
C 4.194 5.110 -7.225
F 3.298 5.921 -7.817
F 4.613 4.246 -8.167
C 3.589 4.390 -6.054
C 2.453 3.617 -6.264
C 1.882 2.934 -5.210
C 2.441 3.016 -3.931
C 3.579 3.798 -3.732
C 4.151 4.483 -4.791
C 1.858 2.300 -2.834
C 1.398 1.683 -1.887
H 2.019 3.551 -7.253
H 1.000 2.328 -5.364
H 4.012 3.863 -2.744
H 5.033 5.088 -4.633

=====

(9)
83
Properties=species:S:1:pos:R:3 method="wB97M-V/def2-TZVPD" multiplicity=2 homo_energy_ha="-0.510 / -0.510" total_charge=+2
Yb 0.718 -0.019 0.035
Cl 3.321 0.029 -0.202
P -0.080 -2.566 -0.303
P -0.090 2.545 -0.338
C 0.329 -3.405 1.269
C 1.142 -3.259 -1.457
C -1.681 -3.223 -0.775
C -1.734 3.266 -0.272
C 0.826 3.459 0.983
C 0.752 3.148 -1.833
C -0.625 -4.161 1.994
C -0.325 -4.762 3.214
C 0.943 -4.550 3.790
C 1.866 -3.674 3.172
C 1.527 -3.076 1.958
H -1.617 -4.299 1.579
H -1.041 -5.455 3.707
H 1.230 -5.079 4.706
H 2.861 -3.520 3.642
H 2.194 -2.327 1.515
C -2.859 -2.715 -0.163
C -4.130 -3.123 -0.574
C -4.222 -4.047 -1.642
C -3.066 -4.494 -2.351
C -1.824 -4.023 -1.913
H -2.754 -1.963 0.614
H -5.056 -2.761 -0.036
H -5.210 -4.433 -1.911
H -3.156 -5.222 -3.183
H -0.931 -4.294 -2.471
C 1.825 -4.457 -1.203
C 2.783 -4.970 -2.066
C 3.136 -4.203 -3.221
C 2.558 -2.934 -3.435
C 1.595 -2.461 -2.548
H 1.601 -5.016 -0.296
H 3.235 -5.962 -1.909
H 3.846 -4.602 -3.952
H 2.854 -2.309 -4.325
H 1.196 -1.456 -2.652
C 2.238 3.640 0.971
C 2.959 4.241 1.996
C 2.299 4.558 3.206
C 0.948 4.176 3.360
C 0.254 3.601 2.290
H 2.842 3.243 0.144
H 4.012 4.543 1.867
H 2.815 5.111 3.997
H 0.434 4.417 4.327
H -0.760 3.231 2.466
C -2.812 2.492 0.264
C -4.118 2.988 0.266
C -4.372 4.276 -0.275
C -3.311 5.061 -0.856
C -2.030 4.492 -0.850
H -2.595 1.483 0.617
H -4.973 2.369 0.712
H -5.393 4.679 -0.246
H -3.507 6.068 -1.276
H -1.238 5.062 -1.338
C 1.201 4.473 -1.975
C 1.811 4.936 -3.139
C 2.126 3.997 -4.174
C 1.837 2.631 -3.985
C 1.194 2.211 -2.822
H 1.099 5.196 -1.159
H 2.013 6.011 -3.293
H 2.585 4.328 -5.111
H 2.105 1.869 -4.772
H 1.025 1.156 -2.644
H -1.406 0.039 -0.548
H -1.184 -0.224 -1.480
C 0.653 1.072 5.554
N 0.001 -0.005 4.848
C -0.645 -1.092 5.543
C -0.019 0.020 3.493
N -0.034 0.042 2.328
H 0.565 0.888 6.688
H 0.289 2.065 5.262
H 1.691 1.215 5.235
H -1.692 -1.212 5.241
H -0.291 -2.080 5.228
H -0.540 -0.929 6.679

=====

(10)
19
Properties=species:S:1:pos:R:3 method="wB97M-V/def2-TZVPD" multiplicity=1 smiles=CCCSS.O.O homo_energy_ha=-0.326
C -0.960 -1.440 -1.347
C -1.910 -1.843 -0.214
C -0.492 0.026 -1.256
S 0.578 0.154 0.194
S 0.703 2.204 0.539
H -1.452 -1.542 -2.301
H -0.063 -2.051 -1.313
H -2.564 -1.018 0.066
H -2.561 -2.637 -0.586
H -1.366 -2.231 0.641
H -1.366 0.683 -1.275
H 0.064 0.337 -2.146
H 1.818 2.386 -0.188
H 6.187 0.748 -2.201
H 5.994 -0.744 -1.964
O 5.525 0.101 -1.931
H -5.140 -0.471 3.053
H -5.254 -1.940 2.644
O -4.850 -1.355 3.300

=====

Please write out number 8 again, unchanged.
64
Properties=species:S:1:pos:R:3 method="wB97M-V/def2-TZVPD" multiplicity=5 homo_energy_ha="-0.388 / -0.389" total_charge=+1
Pm 0.181 0.593 -0.127
N 0.158 -1.662 -1.683
C -1.161 -2.178 -1.583
C -1.456 -3.516 -1.452
C -2.787 -3.940 -1.328
C -3.824 -3.039 -1.365
C -3.554 -1.656 -1.497
C -4.555 -0.664 -1.559
C -4.200 0.657 -1.671
C -2.840 0.990 -1.670
N -1.873 0.092 -1.601
C -2.212 -1.227 -1.564
H 0.856 -2.389 -1.601
H 0.305 -1.165 -2.558
H -0.655 -4.244 -1.452
H -2.991 -4.997 -1.229
H -4.851 -3.373 -1.303
H -5.596 -0.960 -1.524
H -4.941 1.441 -1.734
H -2.533 2.029 -1.702
C 1.629 -1.931 7.725
C 1.230 -1.962 6.284
C 1.828 -1.118 5.343
C 1.449 -1.136 4.016
C 0.447 -2.020 3.618
C -0.162 -2.892 4.536
C 0.230 -2.851 5.853
S -0.102 -2.099 1.974
O 0.758 -1.199 1.190
O -0.218 -3.442 1.502
N -1.608 -1.431 1.905
C -2.223 -0.549 2.934
C -1.437 0.715 3.295
C -0.834 1.343 2.065
O 0.413 1.505 1.985
O -1.550 1.490 1.028
H 2.467 -1.258 7.897
H 1.911 -2.927 8.069
H 0.793 -1.600 8.345
H 2.604 -0.435 5.664
H 1.903 -0.464 3.301
H -0.915 -3.597 4.207
H -0.230 -3.519 6.570
H -2.246 -2.153 1.582
H -2.425 -1.116 3.845
H -3.171 -0.264 2.483
H -0.642 0.516 4.009
H -2.135 1.413 3.761
F 5.247 5.862 -6.876
C 4.194 5.110 -7.225
F 3.298 5.921 -7.817
F 4.613 4.246 -8.167
C 3.589 4.390 -6.054
C 2.453 3.617 -6.264
C 1.882 2.934 -5.210
C 2.441 3.016 -3.931
C 3.579 3.798 -3.732
C 4.151 4.483 -4.791
C 1.858 2.300 -2.834
C 1.398 1.683 -1.887
H 2.019 3.551 -7.253
H 1.000 2.328 -5.364
H 4.012 3.863 -2.744
H 5.033 5.088 -4.633